A cluster of 5 separate species, C13H35FIO5PS4 in total. Source: the Open Molecules 2025 dataset; level of theory: the ωB97M-V functional and the def2-TZVPD basis.

Kohn-Sham gap, eV: 8.6
Calculated total energy, eV: -87727.31640
Highest occupied orbital energy, eV: -8.33
LUMO energy, eV: 0.245

Bonds (Å) are listed after each position.
Cartesian coordinates (Å):
1 C -2.877 4.596 -1.798  C2 1.603, H10 1.149, H11 1.138, H12 1.155
2 C -1.782 4.352 -2.943  C1 1.603, C3 1.605, H13 1.147, H14 1.148
3 C -1.095 2.902 -2.940  C2 1.605, F4 1.451, P5 1.905, H15 1.153
4 F 0.326 2.997 -2.661  C3 1.451
5 P -1.839 1.640 -1.723  C3 1.905, C6 1.917, H16 1.452, H17 1.456, H18 1.433
6 C -2.566 0.215 -0.667  P5 1.917, C7 1.615, H19 1.157, H20 1.155
7 C -1.705 -0.106 0.661  C6 1.615, O8 1.255, I9 2.170
8 O -2.301 -0.615 1.641  C7 1.255
9 I 0.429 0.235 0.857  C7 2.170
10 H -2.497 4.388 -0.734  C1 1.149
11 H -3.861 4.075 -2.027  C1 1.138
12 H -3.106 5.728 -1.809  C1 1.155
13 H -0.939 5.123 -2.838  C2 1.147
14 H -2.272 4.552 -3.962  C2 1.148
15 H -1.200 2.488 -4.012  C3 1.153
16 H -3.087 1.649 -2.465  P5 1.452
17 H -0.782 0.722 -2.123  P5 1.456
18 H -1.565 2.440 -0.566  P5 1.433
19 H -2.521 -0.763 -1.282  C6 1.157
20 H -3.687 0.349 -0.424  C6 1.155
21 C 0.576 -4.018 1.239  S22 1.806, H25 1.090, H26 1.091, H27 1.091
22 S 0.905 -4.310 -0.512  C21 1.806, O23 1.496, C24 1.805
23 O 0.028 -3.386 -1.295  S22 1.496
24 C 0.153 -5.950 -0.568  S22 1.805, H28 1.091, H29 1.092, H30 1.092
25 H 0.933 -3.020 1.497  C21 1.090
26 H -0.496 -4.080 1.433  C21 1.091
27 H 1.110 -4.758 1.838  C21 1.091
28 H -0.893 -5.890 -0.261  C24 1.091
29 H 0.701 -6.624 0.093  C24 1.092
30 H 0.210 -6.322 -1.592  C24 1.092
31 C 0.746 4.843 3.357  S32 1.804, H35 1.090, H36 1.092, H37 1.086
32 S -0.323 3.440 2.977  C31 1.804, O33 1.497, C34 1.805
33 O -1.429 3.946 2.105  S32 1.497
34 C -0.981 3.266 4.649  S32 1.805, H38 1.091, H39 1.091, H40 1.091
35 H 1.243 5.157 2.439  C31 1.090
36 H 0.148 5.669 3.748  C31 1.092
37 H 1.493 4.542 4.086  C31 1.086
38 H -1.461 4.195 4.959  C34 1.091
39 H -0.170 3.015 5.334  C34 1.091
40 H -1.717 2.460 4.648  C34 1.091
41 C 4.580 1.234 4.979  S42 1.805, H45 1.091, H46 1.091, H47 1.091
42 S 3.392 1.715 3.708  C41 1.805, O43 1.491, C44 1.805
43 O 3.018 3.136 3.965  S42 1.491
44 C 2.046 0.678 4.315  S42 1.805, H48 1.092, H49 1.091, H50 1.098
45 H 5.503 1.794 4.820  C41 1.091
46 H 4.181 1.466 5.968  C41 1.091
47 H 4.787 0.166 4.898  C41 1.091
48 H 1.808 0.941 5.348  C44 1.092
49 H 2.348 -0.369 4.254  C44 1.091
50 H 1.157 0.831 3.689  C44 1.098
51 C 1.050 -4.154 -4.577  S52 1.805, H55 1.092, H56 1.092, H57 1.091
52 S -0.397 -5.166 -4.950  C51 1.805, O53 1.495, C54 1.806
53 O -0.364 -6.349 -4.035  S52 1.495
54 C 0.178 -5.719 -6.570  S52 1.806, H58 1.091, H59 1.091, H60 1.091
55 H 0.927 -3.730 -3.579  C51 1.092
56 H 1.951 -4.769 -4.602  C51 1.092
57 H 1.126 -3.346 -5.307  C51 1.091
58 H 1.135 -6.236 -6.469  C54 1.091
59 H 0.284 -4.858 -7.232  C54 1.091
60 H -0.562 -6.405 -6.984  C54 1.091

Mulliken population analysis, charges in e, atoms 1 to 4: -0.848, -0.468, 0.020, -0.373